91
Properties=species:S:1:pos:R:3 method="wB97M-V/def2-TZVPD" orbital_gap_ha="0.2022 / 0.2284" spin_multiplicity=4 lumo_ev="1.8779 / 1.8753" total_charge=-1
Br 0.545 7.165 2.474
V 0.416 0.043 0.281
S 2.598 1.176 0.107
F -4.768 -4.287 2.372
F -4.353 -3.366 4.280
F -5.719 -2.427 2.898
O 0.016 1.218 1.820
O 0.460 -0.915 -1.450
O 1.618 -1.228 -3.319
O 1.356 -1.889 -5.641
O -0.370 -2.599 -6.860
N 1.618 -1.305 1.219
N -0.527 1.735 -0.917
N 4.055 2.321 2.340
N -1.742 -2.300 -2.570
N 2.588 -0.801 2.002
N -1.383 -0.982 1.130
N -3.037 1.019 -1.911
N 3.722 1.047 2.596
N -1.977 -2.875 -4.678
C 0.332 -4.726 0.639
C 4.909 4.451 3.021
C 0.119 -2.290 -5.788
C 5.914 3.341 5.346
C 0.497 4.438 3.340
C -1.075 1.078 -5.057
C 2.990 0.436 1.665
C -3.929 -3.332 -3.181
C 2.117 -4.846 2.220
C 5.585 5.241 3.931
C -2.557 -2.823 -3.456
C 5.240 2.531 4.446
C -2.012 1.146 -2.792
C 4.731 3.082 3.265
C -0.580 -2.027 -3.244
C -0.038 3.385 0.813
C -0.736 1.564 -2.310
C 0.129 1.484 -4.568
C -4.562 -3.107 2.984
C 0.500 -3.355 0.546
C 0.601 -1.365 -2.615
C 0.300 1.731 -3.189
C 0.086 4.773 1.001
C -4.200 0.643 -2.374
C -2.170 0.904 -4.178
C -3.548 -1.955 1.031
C -2.282 -2.048 3.059
C 6.097 4.697 5.104
C -4.461 0.358 -3.730
C 0.356 5.289 2.240
C 1.481 -2.696 1.306
C -1.277 -1.359 2.404
C -0.346 2.943 -0.519
C -3.432 -2.349 2.353
C 1.130 -5.488 1.484
C 0.114 2.504 1.911
C -2.493 -1.271 0.453
C 0.363 3.082 3.180
C -3.441 0.486 -4.628
C -0.706 -2.378 -4.563
C 2.302 -3.476 2.134
H -2.353 -3.203 -5.554
H 3.666 2.751 1.503
H 6.302 2.900 6.257
H -2.519 -0.958 -0.582
H -5.453 0.049 -4.033
H 5.096 1.477 4.635
H 1.542 -1.704 -4.649
H 1.280 1.981 -2.802
H 6.625 5.318 5.816
H -1.208 0.863 -6.111
H -3.921 -4.412 -3.018
H -4.314 -2.857 -2.281
H 0.980 1.593 -5.228
H -0.351 -1.095 2.897
H -4.437 -2.175 0.456
H 0.723 4.853 4.314
H 0.995 -6.560 1.557
H -5.003 0.550 -1.646
H -0.446 3.748 -1.252
H 0.498 2.406 4.014
H 4.500 4.885 2.115
H 2.764 -5.424 2.871
H -3.584 0.278 -5.682
H -2.155 -2.344 4.090
H -0.117 -2.798 -0.145
H -0.028 5.436 0.152
H -0.431 -5.201 0.033
H -4.606 -3.114 -4.008
H 5.709 6.297 3.722
H 3.078 -2.987 2.702